Run w
# C2H7N5O

A structure of composition C2H7N5O (ωB97M-V/def2-TZVPD, the OMol25 dataset).

Kohn-Sham gap	9.07	eV
highest occupied orbital energy	-9.2288	eV

ORCA input file:
```
! wB97M-V def2-TZVPD RIJCOSX def2/J DEFGRID3
* xyz 0 1
N 1.427 1.728 0.208
N -1.805 1.464 -0.252
H -3.009 -0.834 0.330
C 1.175 0.574 -0.140
O 0.271 -1.328 -0.077
H 0.628 2.359 0.537
H 2.847 -0.237 0.644
N 2.279 -0.502 -0.230
H -1.376 2.135 -0.939
H -1.843 -1.207 1.156
H 2.021 -1.436 0.204
C -1.262 0.288 -0.154
H 0.769 -2.104 -0.944
N -2.087 -0.833 0.120
N -0.035 -0.068 -0.462
*
```

Need the Löwdin charges? In units of e they are: number 1, N, carries 0.144; number 2, N, carries 0.107; number 3, H, carries 0.030; number 4, C, carries -0.435; number 5, O, carries -0.180; number 6, H, carries 0.093; number 7, H, carries 0.101; number 8, N, carries 0.035; number 9, H, carries 0.063; number 10, H, carries 0.161; number 11, H, carries 0.069; number 12, C, carries -0.534; number 13, H, carries 0.305; number 14, N, carries 0.111; number 15, N, carries -0.069

***

Run x
# C2H7N5O

A cluster of 2 separate species, C2H7N5O in total (ωB97M-V/def2-TZVPD, the OMol25 dataset).

Kohn-Sham gap	9.46	eV
highest occupied orbital energy	-8.9278	eV

ORCA input file:
```
! wB97M-V def2-TZVPD RIJCOSX def2/J DEFGRID3
* xyz 0 1
H 2.836 -0.294 -1.236
H -1.018 -1.433 -0.170
N -0.660 0.179 2.040
N 0.080 1.047 -1.479
H -2.761 -1.713 0.480
C 1.808 -0.659 -1.336
C -1.796 -1.235 0.561
H 0.395 1.648 2.477
N -0.344 1.366 1.830
N -1.620 -0.429 1.521
H -0.549 1.876 0.175
H 1.763 -1.692 -0.974
O 0.931 0.135 -0.580
N -0.586 1.838 -0.918
H 1.522 -0.633 -2.393
*
```

Need the Löwdin charges? In units of e they are: number 1, H, carries 0.073; number 2, H, carries 0.065; number 3, N, carries -0.099; number 4, N, carries -0.024; number 5, H, carries 0.069; number 6, C, carries -0.157; number 7, C, carries 0.012; number 8, H, carries 0.075; number 9, N, carries 0.040; number 10, N, carries -0.025; number 11, H, carries 0.042; number 12, H, carries 0.073; number 13, O, carries -0.276; number 14, N, carries 0.060; number 15, H, carries 0.072

***

Which of them is the most stable, and which is the least stable? run x and run w, in that order.

***

Run w
# C2H5FIN

A structure of composition C2H5FIN (ωB97M-V/def2-TZVPD, the OMol25 dataset).

Kohn-Sham gap	9.26	eV
highest occupied orbital energy	-8.9251	eV

ORCA input file:
```
! wB97M-V def2-TZVPD RIJCOSX def2/J DEFGRID3
* xyz 0 1
H 1.713 -1.729 0.205
I -2.402 0.032 -0.426
F -0.120 0.640 1.434
C -0.609 0.841 0.207
H 0.506 2.731 -0.273
H -0.750 2.343 -1.368
N 0.762 -1.979 0.301
H 0.595 -3.072 1.069
C -0.335 2.077 -0.417
H 0.639 -1.884 -0.732
*
```

Need the Löwdin charges? In units of e they are: number 1, H, carries -0.060; number 2, I, carries 0.865; number 3, F, carries -0.037; number 4, C, carries -0.881; number 5, H, carries 0.046; number 6, H, carries 0.019; number 7, N, carries -0.079; number 8, H, carries 0.200; number 9, C, carries -0.068; number 10, H, carries -0.006

***

Run x
# C2H5FIN

A cluster of 2 separate species, C2H5FIN in total (ωB97M-V/def2-TZVPD, the OMol25 dataset).

Kohn-Sham gap	10.56	eV
highest occupied orbital energy	-9.9029	eV

ORCA input file:
```
! wB97M-V def2-TZVPD RIJCOSX def2/J DEFGRID3
* xyz 0 1
H 2.757 -0.273 -2.516
F -1.429 0.129 -1.018
I 2.865 -0.691 -1.015
H -0.876 -1.425 0.643
H 0.572 1.836 -0.718
H -2.119 -0.479 1.388
C -1.042 -0.470 1.141
N 0.256 1.282 0.124
C -0.660 0.453 0.054
H -0.323 -0.362 1.915
*
```

Need the Löwdin charges? In units of e they are: number 1, H, carries -0.380; number 2, F, carries 0.034; number 3, I, carries 0.464; number 4, H, carries 0.085; number 5, H, carries 0.083; number 6, H, carries 0.098; number 7, C, carries -0.023; number 8, N, carries 0.127; number 9, C, carries -0.557; number 10, H, carries 0.071

***

Run y
# C2H5FIN

A cluster of 2 separate species, C2H5FIN in total (ωB97M-V/def2-TZVPD, the OMol25 dataset).

Kohn-Sham gap	10.01	eV
highest occupied orbital energy	-10.0066	eV

ORCA input file:
```
! wB97M-V def2-TZVPD RIJCOSX def2/J DEFGRID3
* xyz 0 1
H -2.295 0.120 -1.068
H 1.838 -0.695 -1.007
C 0.772 -0.532 -0.684
H 0.245 -0.147 -1.480
C 0.557 0.415 0.477
H 0.612 1.076 2.228
I -2.813 -0.492 0.508
H 0.317 -1.516 -0.465
N 0.699 0.220 1.630
F 0.068 1.549 -0.139
*
```

Need the Löwdin charges? In units of e they are: number 1, H, carries -0.195; number 2, H, carries 0.104; number 3, C, carries -0.046; number 4, H, carries 0.020; number 5, C, carries -0.602; number 6, H, carries 0.111; number 7, I, carries 0.369; number 8, H, carries 0.076; number 9, N, carries 0.183; number 10, F, carries -0.020

***

Which of them is the most stable, and which is the least stable? run x and run w, in that order.

***

Run w
# C3H5I

The molecule C3H5I (ωB97M-V/def2-TZVPD, the OMol25 dataset).

Kohn-Sham gap	9.81	eV
highest occupied orbital energy	-9.2552	eV

ORCA input file:
```
! wB97M-V def2-TZVPD RIJCOSX def2/J DEFGRID3
* xyz 0 1
H -0.865 1.211 0.987
C -0.457 -0.084 -0.442
C 0.770 -0.779 0.374
I 2.545 0.029 -0.333
H -0.493 -0.602 -1.415
C -1.032 1.008 -0.028
H 0.600 -0.464 1.464
H -1.763 1.482 -0.607
H 0.695 -1.800 0.000
*
```

Need the Löwdin charges? In units of e they are: number 1, H, carries 0.046; number 2, C, carries -0.294; number 3, C, carries -0.716; number 4, I, carries 0.768; number 5, H, carries 0.090; number 6, C, carries -0.026; number 7, H, carries 0.065; number 8, H, carries 0.045; number 9, H, carries 0.021

***

Run x
# C3H5I

A cluster of 2 separate species, C3H5I in total (ωB97M-V/def2-TZVPD, the OMol25 dataset).

Kohn-Sham gap (alpha / beta)	8.47 / 7.00	eV
highest occupied orbital energy (alpha / beta)	-8.3364 / -8.0644	eV

ORCA input file:
```
! wB97M-V def2-TZVPD RIJCOSX def2/J DEFGRID3
* xyz 0 1
H 1.825 -1.512 -0.156
H -1.338 1.703 -0.272
C -0.789 0.973 -0.813
H -0.336 0.646 1.238
H -0.250 1.416 -1.594
I 1.278 -2.138 2.387
C 0.899 -1.687 0.387
C -0.079 0.390 0.221
H -1.211 0.209 -1.397
*
```

Need the Löwdin charges? In units of e they are: number 1, H, carries -0.094; number 2, H, carries 0.080; number 3, C, carries -0.199; number 4, H, carries 0.024; number 5, H, carries 0.067; number 6, I, carries 0.633; number 7, C, carries -0.566; number 8, C, carries -0.025; number 9, H, carries 0.080

***

Which of them is the most stable, and which is the least stable? run w and run x, in that order.